DFT (ωB97M-V/def2-TZVPD) results for C3H3LiNiO3 as an isolated structure in a non-equilibrium geometry.

Each line ends with the Mulliken charge.
Element x y z (Å)
O1 0.040 0.810 0.670  -0.2496
Li1 -1.984 -0.136 1.810  0.9862
C1 -0.112 1.139 -0.676  0.0934
C2 -0.239 -0.582 0.324  0.2904
O2 -1.287 0.666 -1.094  -0.1066
C3 -1.093 -0.785 -0.894  -0.1477
H1 -2.069 -1.277 -0.834  0.2706
H2 -0.632 -1.303 -1.740  0.2868
H3 0.996 -1.918 1.119  0.3770
Ni1 2.078 0.350 0.178  0.7409
O3 1.006 -1.276 0.398  -0.5416

Summary:
Charge   +2
Expectation value of S²   2.0262
Kohn-Sham gap (spin up / spin down)   9.18 / 6.59 eV
2S+1   3
HOMO (spin up / spin down)   -18.603 / -17.847 eV


DFT (ωB97M-V/def2-TZVPD) results for C3H3MnO2 as an isolated structure in a non-equilibrium geometry.

Each line ends with the Mulliken charge.
Element x y z (Å)
O1 1.449 -0.055 0.001  -0.2445
Mn1 -0.959 -2.844 1.121  0.8145
O2 0.176 -1.863 0.105  -0.6938
C1 0.306 -0.618 0.179  0.6471
C2 0.816 1.242 -0.624  -0.0439
C3 -0.547 0.657 -0.302  -0.3143
H1 1.089 2.010 0.119  0.2613
H2 -1.216 0.343 -1.113  0.2780
H3 -1.114 1.129 0.514  0.2956

Summary:
Charge   +1
Expectation value of S²   9.2041
Kohn-Sham gap (spin up / spin down)   9.25 / 5.75 eV
2S+1   6
HOMO (spin up / spin down)   -14.972 / -11.879 eV


DFT (ωB97M-V/def2-TZVPD) results for one molecule with the formula C3H3N in a non-equilibrium geometry.

Each line ends with the Mulliken charge.
Element x y z (Å)
C1 -1.177 -0.471 0.070  -0.8449
C2 0.082 -0.201 -0.065  0.3700
C3 1.184 0.634 -0.005  0.1533
N1 1.387 -0.620 -0.139  -0.4658
H1 -1.578 -1.421 -0.090  0.2800
H2 -1.724 0.368 0.250  0.2572
H3 1.825 1.710 -0.021  0.2502

Summary:
Charge   0
Kohn-Sham gap   9.85 eV
2S+1   1
SMILES   C=C1C=N1
HOMO   -9.000 eV


DFT (ωB97M-V/def2-TZVPD) results for C3H3N2O as an isolated structure in a non-equilibrium geometry.

Each line ends with the Mulliken charge.
Element x y z (Å)
C1 0.482 1.873 -2.982  0.5530
C2 0.212 0.924 -1.163  0.8724
C3 0.010 0.014 -0.078  -1.0151
N1 -0.002 0.845 -2.443  -0.2385
N2 0.983 2.859 -2.439  -0.0432
O1 0.735 2.078 -0.788  -0.2249
H1 0.988 -0.420 0.072  0.3381
H2 -0.672 -0.750 -0.284  0.3681
H3 -0.208 0.435 0.813  0.3902

Summary:
Charge   +1
Kohn-Sham gap (spin up / spin down)   7.19 / 6.99 eV
2S+1   1
HOMO (spin up / spin down)   -17.931 / -17.774 eV


DFT (ωB97M-V/def2-TZVPD) results for a 2-piece molecular cluster, C3H3N2O overall in a non-equilibrium geometry.

Each line ends with the Mulliken charge.
Element x y z (Å)
C1 -1.446 1.976 -0.210  0.1335
C2 1.181 -0.947 0.190  0.4063
C3 1.967 -2.116 0.233  -0.7327
N1 0.642 0.059 0.239  -0.3223
N2 -2.586 2.170 -0.471  0.4736
O1 -3.693 2.306 -0.858  -0.1966
H1 -0.447 1.729 0.175  0.6324
H2 2.598 -2.550 -0.499  0.3439
H3 1.784 -2.625 1.201  0.2618

Summary:
Charge   +1
Kohn-Sham gap (spin up / spin down)   11.00 / 3.62 eV
2S+1   1
HOMO (spin up / spin down)   -16.339 / -13.524 eV


DFT (ωB97M-V/def2-TZVPD) results for an isolated ion of composition C3H3N2O2S and charge -1 in a non-equilibrium geometry.

Each line ends with the Mulliken charge.
Element x y z (Å)
C1 -0.348 1.675 0.172  -0.7184
N1 0.113 0.383 0.139  -0.0685
S1 -0.107 -0.648 1.718  -0.3662
C2 0.149 -2.236 0.334  0.6340
O1 0.107 -3.263 0.908  -0.5214
N2 0.310 -1.709 -0.795  -0.6184
C3 0.396 -0.364 -0.983  0.5975
O2 0.694 0.256 -2.000  -0.6815
H1 0.061 2.237 -0.792  0.2765
H2 -1.428 1.752 0.134  0.2207
H3 0.052 1.916 1.164  0.2458

Summary:
Charge   -1
Kohn-Sham gap   7.61 eV
2S+1   1
SMILES   Cn1sc([O-])nc1=O
HOMO   -4.009 eV


Looking at ΔE to the lowest compared entry with this formula, charge and spin for the records above, in order, we have 326.4; 280.1; 265.2; 680.2; 638.9; 44.0 kJ/mol.